[1]
8
Properties=species:S:1:pos:R:3:forces:R:3:mulliken_charge:R:1 method="wB97M-V/def2-TZVPD" e_homo_ev="-16.39 / -16.09" relative_energy_ev=5.539 total_charge=+1 e_tot_ha=-150.17422 homo_lumo_gap_ev="10.14 / 7.91" largest_force_ev_per_a=3.049
C -0.56266 -0.08112 0.27060 -1.10 0.62 -2.33 0.27
N 0.42696 -0.34848 1.01239 2.65 0.33 -0.56 -0.38
N -0.53056 0.24959 -1.01557 2.06 0.29 -2.23 -0.35
H -1.57502 -0.12391 0.58842 -0.86 -0.31 1.27 0.37
H 0.63509 -0.54667 1.97251 -0.42 0.02 0.37 0.31
H 2.45010 0.13869 0.40755 -1.81 -0.45 0.42 0.28
H -1.25651 0.44682 -1.76749 0.55 -0.54 2.37 0.28
H 0.41259 0.26509 -1.46840 -1.07 0.04 0.69 0.22

---

[2]
183
Properties=species:S:1:pos:R:3:forces:R:3:mulliken_charge:R:1 method="wB97M-V/def2-TZVPD" e_homo_ev="-5.74 / -10.70" total_charge=+1 e_tot_ha=-4955.36916 homo_lumo_gap_ev="4.38 / 9.19" largest_force_ev_per_a=3.586 multiplicity=7
Ti -3.70207 2.14578 2.48774 -0.20 -0.28 -0.17 0.12
Ti 2.51171 0.11757 -3.91554 0.17 -0.59 0.33 0.39
N -0.42956 -0.17165 0.27523 -0.62 -0.14 0.17 -0.94
O 0.07923 -0.94050 -0.55602 -0.03 0.29 0.17 0.25
O -0.00479 0.98634 0.43109 0.78 0.70 -0.04 0.24
O -1.41778 -0.51473 0.95090 -0.19 -0.58 0.12 -0.50
C 0.41860 4.10483 2.47261 0.85 -0.87 -0.63 -0.52
C -1.00209 3.89553 2.04077 -0.82 -0.50 -0.65 -0.65
O -1.47056 2.54086 2.28887 1.15 -0.64 -1.05 0.56
H 1.12613 3.60560 1.76806 -0.54 0.59 0.35 -0.15
H 0.68725 3.70634 3.45235 -0.51 0.06 0.18 0.13
H 0.62885 5.15981 2.45999 0.24 0.45 -0.05 0.54
H -1.16847 4.12344 0.95671 0.38 -0.11 0.72 0.15
H -1.71892 4.48904 2.57678 -0.11 0.57 0.38 0.64
H -0.86642 1.95417 1.72132 -1.20 0.36 0.74 -0.37
C 4.60052 -5.55263 -2.65219 -1.06 0.49 2.54 -0.85
C 5.43505 -4.33853 -2.24627 -0.70 0.25 0.86 -0.29
O 4.57787 -3.26563 -1.67522 0.64 -0.74 -0.67 -0.35
H 4.07714 -6.02108 -1.71457 0.76 0.83 -1.85 0.26
H 5.13821 -6.30710 -3.14878 1.14 -1.02 -0.32 0.43
H 3.90433 -5.21520 -3.39355 -0.92 0.17 -0.12 0.06
H 5.84849 -3.90561 -3.15922 0.30 0.12 0.37 0.26
H 6.20676 -4.58136 -1.47951 -0.34 0.16 -0.79 0.28
H 4.03819 -3.64227 -0.97063 0.13 -0.16 0.01 0.14
C -4.07202 2.05128 -2.18732 -0.82 -0.80 1.41 -1.69
C -3.45699 1.74649 -0.86161 0.96 0.94 1.50 3.29
O -3.96206 2.57494 0.24684 0.23 0.43 -0.81 -0.34
H -3.85878 1.14134 -2.73353 0.07 0.32 -1.01 0.27
H -3.77178 2.99058 -2.55746 0.78 0.83 -1.05 0.51
H -5.15008 2.11711 -2.04755 -0.20 -0.25 -0.10 0.52
H -2.32688 1.81589 -0.85423 -1.15 -0.12 -0.06 -0.72
H -3.80173 0.80043 -0.53704 0.26 -1.17 -0.02 -1.67
H -4.42034 3.33732 -0.13226 0.17 -0.03 0.35 0.14
C 1.20474 -3.75971 1.88633 0.67 -0.51 0.38 -1.00
C 0.03839 -3.82613 2.85989 -0.30 0.33 -0.12 0.84
C 0.33085 -4.36971 4.25866 -1.36 0.14 -0.34 -1.53
O -0.42312 -2.48863 3.08562 -0.36 0.79 0.14 0.07
H 0.79324 -3.26890 1.01258 0.39 0.25 -0.40 -0.02
H 1.64778 -4.72861 1.58187 -0.59 0.21 0.21 0.44
H 2.04389 -3.20573 2.33343 -0.34 0.23 -0.22 0.27
H -0.74508 -4.39447 2.35909 -0.31 -0.20 0.17 0.10
H 0.25826 -5.46706 4.24558 0.40 0.36 0.23 0.37
H -0.43765 -3.95850 4.96756 0.65 -0.51 -0.67 0.30
H 1.28743 -3.98499 4.55584 0.63 -0.17 0.40 0.38
H -0.86920 -2.02650 2.34453 0.49 -0.72 0.11 -0.27
C -7.54611 -1.88498 -0.01599 0.46 0.47 -0.10 -1.32
C -6.40332 -1.42121 -1.01259 -2.31 -0.54 0.77 1.10
C -6.97484 -0.63943 -2.22123 0.53 0.05 0.99 -1.33
O -5.52235 -0.65224 -0.27731 1.14 1.16 0.83 0.03
H -8.00010 -1.06334 0.60632 0.22 -0.35 -1.19 0.23
H -7.10688 -2.50274 0.77190 0.13 -0.34 -0.28 0.25
H -8.30122 -2.46709 -0.56687 0.06 0.30 0.41 0.42
H -5.88369 -2.32776 -1.31328 -0.04 -0.20 -0.47 -0.09
H -7.36359 0.34190 -1.85336 0.19 -0.75 -0.36 0.22
H -7.76626 -1.21048 -2.71580 0.16 0.20 -0.02 0.43
H -6.13025 -0.46270 -2.89476 -0.32 0.13 -0.20 0.28
H -4.59572 -0.98895 -0.37862 -0.59 -0.22 -0.45 -0.54
C 4.39051 6.25490 0.55845 -0.37 -0.67 1.92 -1.48
C 2.88875 5.92819 0.68855 0.19 0.12 0.02 0.79
C 2.03485 7.03400 0.06566 2.01 0.66 0.40 -1.52
O 2.54342 4.72760 -0.03796 1.13 -0.56 1.24 -0.18
H 4.74448 6.16843 -0.44887 0.02 0.61 -0.72 0.33
H 4.98100 5.48742 1.11284 -0.38 0.48 -0.12 0.31
H 4.54577 7.22562 1.08671 0.28 -0.55 -0.82 0.39
H 2.67750 5.93770 1.81894 -0.01 -0.72 -1.41 0.15
H 2.12538 7.91102 0.75185 -0.25 -0.39 -0.76 0.39
H 1.02115 6.71075 0.01338 -0.80 -0.09 -0.29 0.37
H 2.49594 7.27995 -0.92875 -0.84 -0.10 0.75 0.34
H 3.09084 3.93374 0.28319 -1.08 1.53 -0.44 0.11
C 4.20076 1.40136 2.55017 -1.13 2.01 0.75 -1.28
C 3.88255 1.17864 1.08871 1.33 1.28 -0.04 0.75
C 3.35997 -0.13681 0.61153 -0.48 -0.86 -0.67 0.30
O 3.01646 2.27278 0.71944 -1.49 -0.99 -0.31 0.23
H 3.30857 1.25249 3.20796 0.66 -0.35 -0.46 0.07
H 4.35493 2.54186 2.58889 0.23 -1.67 0.22 0.25
H 5.07402 0.89551 2.93588 0.15 -0.25 0.01 0.44
H 4.84395 1.44269 0.56449 -0.82 -0.48 0.06 -0.19
H 4.03366 -0.96447 0.89768 0.12 0.41 -0.54 0.69
H 3.16191 -0.07282 -0.50157 0.34 -0.37 1.20 -0.72
H 2.42537 -0.45727 1.08808 -0.11 0.51 0.03 -0.39
H 2.06846 2.01991 0.89534 1.25 0.16 -0.19 -0.38
C -0.26070 -2.20040 -3.97450 0.17 -0.27 -0.77 -0.36
C 1.14356 -2.74063 -3.77216 2.33 0.07 -0.78 0.61
C 1.89680 -2.72867 -5.14291 0.26 -0.11 0.24 -1.23
O 1.90112 -1.40378 -5.67220 0.62 0.03 -1.20 0.05
C 2.76998 -1.28782 -6.87246 -0.30 -3.46 0.88 -0.85
N 1.90753 -1.95089 -2.75153 -0.37 0.40 0.07 1.39
H -0.56599 -1.66457 -3.10245 -0.65 -0.10 0.85 -0.59
H -0.91517 -3.01399 -4.29723 -0.21 0.07 0.55 0.52
H -0.33635 -1.47454 -4.78136 0.49 0.07 -0.08 -0.10
H 1.16943 -3.79154 -3.48765 -0.47 -0.24 0.12 0.58
H 1.38811 -3.44237 -5.81988 -0.03 0.43 0.04 0.39
H 2.96330 -3.03988 -5.12927 -0.47 -0.11 0.66 0.49
H 3.79609 -1.23921 -6.52744 0.28 0.13 0.15 0.16
H 2.49748 -0.39139 -7.33146 -0.46 1.21 -0.99 0.29
H 2.71668 -2.25200 -7.57339 -0.43 2.09 1.35 0.26
H 1.33587 -1.94382 -1.88658 0.70 0.16 -0.64 -0.77
H 2.88716 -2.25804 -2.51709 -1.46 -0.17 -0.58 -0.27
C -1.20671 0.28686 5.27956 0.37 1.16 0.57 -0.03
C 0.26939 0.68397 5.32935 0.20 0.40 -0.10 0.30
C 1.00140 -0.07002 6.40318 -0.21 -1.17 0.63 -0.99
O 0.40184 0.07196 7.68690 0.29 0.73 -0.97 -0.28
C 1.31926 -0.22147 8.69653 -0.77 -0.56 1.20 -0.83
N 0.96310 0.31962 4.11102 -0.06 0.66 -1.05 -0.31
H -1.83174 0.92237 4.62078 0.63 -0.50 0.03 -0.53
H -1.54356 0.45166 6.30043 -0.52 -0.44 0.07 0.57
H -1.24120 -0.75971 4.98554 -0.29 -0.11 0.04 -0.05
H 0.50808 1.75984 5.51745 -0.82 -0.53 -0.12 0.25
H 2.00628 0.31771 6.45290 0.58 0.06 -0.11 0.51
H 1.06247 -1.16822 6.12996 -0.08 0.84 0.23 0.21
H 2.27894 0.28476 8.71843 0.01 0.82 -0.47 0.32
H 1.58443 -1.26429 8.63457 0.05 -0.77 0.21 0.35
H 0.78079 -0.02869 9.63768 0.42 -0.16 -0.21 0.25
H 0.76865 -0.66612 3.96391 0.00 -0.09 -0.45 0.03
H 0.49474 0.84432 3.35449 0.42 -0.59 0.24 0.01
C -1.74574 -4.04591 -1.12609 -0.85 -0.27 -0.19 -1.17
C -3.13723 -3.35740 -0.90490 0.16 -1.48 -2.03 -0.38
C -3.64355 -3.51307 0.49383 0.62 -2.64 -0.15 0.81
O -3.57488 -4.89170 0.84273 0.82 -1.22 0.81 -0.44
C -4.26447 -5.39153 2.00855 -0.09 0.59 -0.67 -0.80
N -3.22388 -1.92199 -1.18102 0.96 0.19 0.69 0.59
H -1.76786 -5.02540 -0.64815 0.00 0.19 0.51 0.57
H -1.04239 -3.38620 -0.64707 0.91 -0.02 -0.07 -0.09
H -1.47633 -4.36003 -2.17080 -0.35 1.17 0.66 0.22
H -3.79137 -3.90791 -1.62055 -0.13 0.57 0.60 0.56
H -4.67013 -3.36751 0.51729 -1.99 1.67 0.17 0.06
H -3.02668 -2.90077 1.10842 0.22 0.68 1.10 -0.28
H -4.20835 -4.72992 2.87271 0.06 0.33 -0.06 0.25
H -3.83142 -6.33764 2.32600 0.31 0.01 -0.36 0.32
H -5.31699 -5.59600 1.77549 0.04 0.22 -0.01 0.32
H -2.46657 -1.46229 -0.62711 -0.55 -0.26 -0.79 -0.79
H -3.08964 -1.75562 -2.16789 0.22 0.20 -0.07 0.20
C -4.51977 -1.09016 3.27552 -2.40 -1.22 -1.64 -0.03
C -5.70039 -0.10290 3.41064 0.80 1.43 -0.19 0.12
C -5.53216 0.71629 4.71866 -0.89 -0.02 -1.41 -0.96
O -4.33750 1.44996 4.57184 0.60 0.76 0.58 0.13
C -3.86078 1.93831 5.82757 0.72 0.12 1.18 -1.08
N -5.76401 0.94431 2.28322 -0.35 -0.03 0.53 -0.25
H -3.57737 -0.76330 3.60392 1.11 0.71 0.55 -0.30
H -4.43406 -1.42002 2.21611 0.00 0.35 0.57 -0.42
H -4.81781 -2.00691 3.80720 0.31 0.25 0.11 0.49
H -6.66002 -0.59025 3.43388 -0.25 -0.61 0.15 0.55
H -5.45707 0.13298 5.61102 0.05 -0.89 0.44 0.50
H -6.41495 1.36521 4.86076 0.36 0.17 -0.10 0.45
H -2.84928 2.39667 5.72859 -1.00 -0.27 -0.26 0.27
H -3.75827 1.12912 6.58904 -0.03 0.13 -0.82 0.40
H -4.54152 2.64908 6.30588 -0.12 0.19 -0.51 0.32
H -5.93492 0.55648 1.33378 0.51 -0.35 0.82 -0.16
H -6.61479 1.51965 2.44972 0.83 -0.32 0.04 0.32
C 1.29540 3.53394 -3.43304 -1.38 -1.39 -0.05 -1.66
C 0.58959 2.33509 -2.75260 0.00 2.01 0.64 1.68
C -0.28319 1.61161 -3.72846 0.51 -0.64 -0.61 -0.93
O 0.54379 1.08549 -4.79262 0.26 0.40 0.08 0.27
C -0.19311 0.95207 -5.98633 0.20 -0.51 -0.26 -1.23
N 1.59331 1.50504 -2.12838 -0.13 -2.22 -0.61 2.83
H 1.83191 4.00492 -2.67867 1.19 1.19 1.19 0.43
H 0.57221 4.19990 -3.83996 -0.74 0.76 -0.16 0.53
H 1.92985 3.26077 -4.24816 0.51 -0.52 -0.27 -0.14
H -0.04281 2.72985 -1.90897 -0.02 -0.05 -0.94 -0.32
H -1.08139 2.26122 -4.13535 0.42 -0.19 0.20 0.69
H -0.69726 0.71456 -3.31126 -0.81 -0.38 0.71 -0.12
H -0.97358 0.21108 -5.91335 -0.60 -0.35 0.44 0.34
H 0.41819 0.54600 -6.80723 0.16 0.78 0.38 0.13
H -0.66355 1.90883 -6.15021 -0.05 0.33 -0.82 0.46
H 1.10380 0.71696 -1.66530 0.51 0.54 -0.06 -1.31
H 2.08736 1.99213 -1.39829 0.18 0.33 0.15 -1.03
C 6.77962 0.98968 -2.33635 0.24 -1.09 -0.31 -1.81
C 5.33583 1.14163 -2.70441 -1.04 -0.12 1.10 1.05
C 5.24723 1.67702 -4.10599 1.60 -1.61 0.07 -1.08
O 3.96002 1.78833 -4.59553 -0.68 1.22 -0.94 0.59
C 4.03428 2.44287 -5.87396 -2.27 0.26 -0.78 -0.97
N 4.59965 -0.16776 -2.64394 -0.12 1.91 -0.41 -0.44
H 7.17813 0.20125 -2.98838 0.39 0.26 0.07 0.40
H 6.90256 0.63335 -1.31728 -0.03 0.12 0.18 0.39
H 7.31218 1.91155 -2.47452 0.45 0.40 -0.02 0.45
H 4.91039 1.83457 -1.96172 -0.47 -0.15 -0.33 -0.31
H 5.81345 0.86260 -4.66698 -0.41 1.04 -0.16 0.26
H 5.74872 2.63714 -4.20978 0.29 0.00 0.14 0.42
H 3.02140 2.91770 -6.12831 1.32 -0.79 0.60 0.19
H 4.23167 1.70704 -6.65796 0.17 -0.08 0.09 0.24
H 4.77418 3.24138 -5.94108 0.11 -0.10 0.44 0.39
H 4.77661 -0.61365 -1.76710 -0.03 -0.35 0.63 0.13
H 5.00226 -0.75246 -3.34715 0.32 -0.65 -0.59 0.24